<i>
{"formula": "CN2O2", "method": "ωB97M-V/def2-TZVPD", "lumo_ev": [-1.106, -4.171], "molar_mass_g_mol": 72.0, "e_homo_ev": [-11.81, -8.88], "species": ["C", "N", "N", "O", "O"], "coordinates": [[1.8165, -0.7096, 0.8902], [2.6770, -1.2062, 0.1786], [-1.4489, 0.6088, -0.4125], [-2.7058, 0.8500, -0.2376], [-0.3388, 0.4571, -0.4187]]}


<ii>
{"formula": "CN2O2", "method": "ωB97M-V/def2-TZVPD", "lumo_ev": [-1.520, -2.275], "molar_mass_g_mol": 72.0, "e_homo_ev": [-10.83, -10.10], "species": ["C", "N", "N", "O", "O"], "coordinates": [[0.4416, 0.8967, 0.3733], [0.8411, -0.1681, 0.7325], [-1.2761, -1.2489, -0.7994], [0.2486, 1.9588, -0.0472], [-0.2552, -1.4385, -0.2592]]}


Most stable structure, least stable structure: <ii>, <i>.


<i>
{"formula": "C2H4N3", "method": "ωB97M-V/def2-TZVPD", "lumo_ev": -7.002, "charge": 1, "molar_mass_g_mol": 70.1, "e_homo_ev": -16.40, "species": ["C", "C", "N", "N", "N", "H", "H", "H", "H"], "coordinates": [[0.2191, -1.9258, 0.0364], [0.0934, 1.1546, 0.4192], [0.4039, 1.1233, -0.9376], [1.2261, 0.4719, -0.2814], [0.1501, -2.9265, 0.6440], [0.4627, 2.0280, 0.9728], [-0.7486, 0.5065, 0.5899], [-0.0166, 0.8966, -1.8371], [0.0811, -4.0004, 0.6123]]}


<ii>
{"formula": "C2H4N3", "method": "ωB97M-V/def2-TZVPD", "lumo_ev": -6.382, "charge": 1, "molar_mass_g_mol": 70.1, "e_homo_ev": -16.20, "species": ["H", "N", "C", "N", "N", "C", "H", "H", "H"], "coordinates": [[-2.3939, 1.1962, -0.2150], [-1.4572, 0.7036, -0.1499], [-1.3920, -0.5044, 0.1415], [-0.0990, -1.0243, -0.0531], [0.8648, -0.3959, -0.0075], [1.9148, 0.2586, 0.0068], [-2.0919, -1.1832, 0.4887], [2.6812, 0.2290, 0.7023], [1.9733, 0.7205, -0.9137]]}


Most stable structure, least stable structure: <ii>, <i>.


<i>
{"formula": "C5H6Cl2O", "method": "ωB97M-V/def2-TZVPD", "lumo_ev": 0.476, "molar_mass_g_mol": 153.0, "e_homo_ev": -8.78, "species": ["C", "C", "Cl", "Cl", "H", "H", "C", "C", "C", "O", "H", "H", "H", "H"], "coordinates": [[-0.5877, -2.0309, -0.2096], [0.6269, -1.6388, 0.2929], [0.7721, -1.3287, 1.9748], [2.0941, -1.3493, -0.5929], [-1.5314, -1.8626, 0.2098], [-0.6302, -2.0675, -1.2704], [-0.7117, 1.2922, 0.7433], [0.0516, 1.0529, -0.5384], [1.1116, 1.5058, -1.0987], [2.0367, 1.8547, -1.7028], [-1.3426, 2.2083, 0.7654], [-0.1108, 1.4879, 1.6961], [-1.3435, 0.4064, 0.9397], [-0.4351, 0.4695, -1.2090]]}


<ii>
{"formula": "C5H6Cl2O", "method": "ωB97M-V/def2-TZVPD", "lumo_ev": 0.448, "molar_mass_g_mol": 153.0, "e_homo_ev": -8.30, "species": ["C", "C", "Cl", "Cl", "H", "H", "C", "C", "C", "O", "H", "H", "H", "H"], "coordinates": [[-1.4216, 0.0262, -1.6946], [-1.4295, 0.2936, -0.3375], [-1.5816, 1.8948, 0.3014], [-1.9938, -0.8961, 0.6833], [-1.2357, 0.9361, -2.4600], [-1.6586, -0.9074, -2.1841], [1.2371, 0.4073, 1.4379], [1.1320, -0.1122, -0.0348], [1.0100, -1.4201, -0.0711], [0.5742, -2.5182, -0.0192], [1.3892, 1.4250, 1.1778], [2.0188, 0.1101, 2.0385], [0.2435, 0.3190, 1.9159], [1.7162, 0.4418, -0.7535]]}


Most stable structure, least stable structure: <i>, <ii>.


<i>
{"formula": "CF4NO", "method": "ωB97M-V/def2-TZVPD", "lumo_ev": 4.421, "charge": -1, "molar_mass_g_mol": 118.0, "e_homo_ev": -4.15, "species": ["C", "N", "O", "F", "F", "F", "F"], "coordinates": [[0.6432, -0.1059, -0.0665], [-1.1713, -0.5334, 0.1315], [-1.4510, -0.1607, 1.2408], [1.2477, -1.1748, 0.4687], [1.2436, -0.0812, -1.3515], [1.0003, 1.0474, 0.5046], [-1.5125, 1.0086, -0.9276]]}


<ii>
{"formula": "CF4NO", "method": "ωB97M-V/def2-TZVPD", "lumo_ev": [4.563, 4.560], "charge": -1, "molar_mass_g_mol": 118.0, "e_homo_ev": [-2.97, -2.97], "species": ["C", "N", "O", "F", "F", "F", "F"], "coordinates": [[0.5467, 0.0228, -0.7807], [-0.4781, -0.3026, 1.4426], [-0.7310, 0.7827, 1.8186], [0.3961, 1.3340, -0.9447], [1.9385, -0.3114, -0.7225], [0.1200, -0.5278, -2.0069], [-1.7922, -0.9977, 1.1935]]}


Most stable structure, least stable structure: <i>, <ii>.